23
Properties=species:S:1:pos:R:3:forces:R:3:mulliken_charge:R:1 method="wB97M-V/def2-TZVPD" e_above_lowest_kj_mol=0.00 charge=-2 orbital_gap_ev=2.71
C 0.723147 -1.118358 -1.682281 0.6 0.4 0.0 -0.4363
C 1.904893 -1.077150 -0.887296 -0.5 1.0 -0.8 -0.5237
C 2.370898 0.276393 -0.869506 -0.6 -0.5 -0.4 -0.4938
C 1.471936 1.062059 -1.648492 0.1 -0.3 0.4 -0.5831
C 0.450042 0.202693 -2.146835 0.3 -0.4 0.3 -0.8223
Cd -1.728735 1.326886 0.297064 1.2 -1.2 0.3 0.3330
C -0.037609 -0.673608 2.115224 -1.0 0.2 0.0 -1.0397
C -0.933752 -1.382173 1.283433 1.7 -1.1 2.0 0.8670
C -0.993282 -2.785500 1.339539 -0.3 0.4 -0.1 -1.1764
N -1.746399 -0.716793 0.432501 -2.0 1.2 -1.8 -0.4468
H 3.249069 0.635827 -0.335578 -0.2 0.0 -0.1 0.3342
H 2.345878 -1.916761 -0.365774 -0.1 0.1 0.0 0.3446
H 1.551210 2.132649 -1.827814 0.0 -0.1 0.0 0.4249
H -0.390217 0.495815 -2.776507 0.2 0.0 0.0 0.5188
H 0.142005 -2.011621 -1.917426 0.1 0.3 0.2 0.3446
H 0.537438 -1.256351 2.827086 0.1 0.4 0.0 0.1653
H -2.127309 -1.294736 -0.317652 0.4 0.4 0.4 0.2112
H 0.148118 0.395766 1.983549 0.3 -0.2 -0.1 0.0585
H -0.372975 -3.293766 2.066794 0.1 -0.2 -0.2 0.2273
H -1.651057 -3.350533 0.690154 -0.1 -0.1 0.0 0.1979
Se -1.504145 6.340702 0.606657 0.0 0.9 0.1 -0.3343
C -1.655985 4.599356 0.585747 -0.3 -3.9 -0.2 0.2607
N -1.753168 3.409203 0.547413 0.1 2.9 0.0 -0.4315

=====

25
Properties=species:S:1:pos:R:3:forces:R:3:lowdin_spin:R:1 method="wB97M-V/def2-TZVPD" charge=+3 multiplicity=2 orbital_gap_ev="7.29 / 7.37"
Ce -0.952336 0.354706 -1.283019 2.1 -0.9 3.3 1.0041
O -2.809292 -1.567964 1.445737 3.4 1.9 -1.9 0.0000
C -1.983693 -1.035060 0.850642 -4.2 -2.1 1.7 -0.0024
C 1.613872 1.163027 -1.333606 4.0 2.3 -2.3 -0.0026
O 2.583315 1.647150 -1.715914 -3.6 -2.0 1.8 0.0000
C -0.918979 2.134787 0.635753 -1.7 5.4 2.8 -0.0020
O -1.159538 3.088641 1.244496 1.4 -4.5 -2.4 0.0003
C 0.339735 -1.903135 -1.443301 1.7 -5.3 -2.6 -0.0021
O 0.714107 -2.915980 -1.851570 -1.4 4.4 2.1 0.0003
C -2.823984 0.590532 -2.922419 -0.2 1.2 -2.5 0.0033
H -3.093478 -0.455083 -3.142924 0.4 0.1 0.1 0.0001
H -3.578109 1.123661 -2.324036 0.3 0.1 0.1 0.0009
C -1.815413 1.243147 -3.592087 -2.8 -0.9 -0.1 0.0015
H -1.681526 2.305942 -3.537893 0.1 0.7 0.3 0.0000
H -1.214381 0.755129 -4.335684 0.4 -0.5 -0.3 0.0004
C 1.943992 0.543655 2.612067 -0.1 -1.7 0.9 -0.0001
C 1.215772 -0.486765 1.758833 1.2 0.1 -0.9 0.0005
C 1.567153 -1.902815 2.203250 0.7 1.4 1.1 0.0000
O 0.507536 -0.201598 0.768928 0.0 -0.1 0.1 -0.0023
H 2.373527 -0.197390 3.310795 0.3 1.9 0.3 0.0000
H 1.256210 1.145427 3.198360 -0.1 0.5 -0.2 0.0000
H 2.795673 1.100331 2.205581 -0.5 0.1 -0.5 0.0000
H 0.715134 -2.403323 2.647885 -0.3 -0.4 -0.2 0.0000
H 2.186037 -2.531672 1.552332 -0.6 0.2 -0.3 0.0000
H 2.218665 -1.595348 3.047796 -0.4 -1.9 -0.5 0.0000

=====

33
Properties=species:S:1:pos:R:3:forces:R:3:mulliken_charge:R:1 method="wB97M-V/def2-TZVPD" charge=-1 orbital_gap_ev=5.85
C 0.674713 -1.191242 -0.625195 0.1 0.8 0.2 -0.7763
C 0.253435 -1.531789 -2.172700 -1.4 0.1 0.4 -0.1622
Cl 1.700752 -1.230865 -3.341638 -1.0 -0.4 1.1 -0.2233
C -0.299928 -3.089844 -2.379436 2.0 1.7 0.1 -0.2369
Cl -0.699155 -3.278475 -4.179438 0.2 -0.2 1.9 -0.1536
S -1.816857 -3.339454 -1.261152 -3.6 -3.5 4.3 0.9712
O -2.779085 -4.445482 -1.758966 3.5 3.8 0.4 -0.5892
O -1.297226 -3.773442 0.160753 -0.4 2.1 -4.9 -0.6429
N -2.541823 -1.764795 -1.049603 -0.9 -1.5 -1.8 -0.2989
S -4.185908 -1.703280 -1.635802 -0.6 -6.0 -0.9 0.8543
O -5.091693 -2.439717 -0.581156 2.7 3.7 -3.6 -0.5693
O -4.380571 -2.228594 -3.085245 0.7 2.2 4.5 -0.5388
S -4.694045 0.383765 -1.701841 0.6 0.7 -0.2 -0.2992
H 0.764979 -2.119303 0.082151 -0.4 1.6 -1.6 0.2885
H -0.168760 -0.476532 -0.195851 1.8 -1.6 -0.8 0.2200
H 1.713843 -0.619741 -0.582206 -2.3 -1.2 -0.3 0.2758
H -0.601524 -0.798570 -2.557991 2.0 -1.7 0.9 0.3257
H 0.593276 -3.781283 -2.024791 -2.3 1.0 -0.9 0.3828
H -3.860720 1.039618 -2.662557 -0.7 -1.5 1.1 0.1574
C 0.925575 1.563986 2.428567 0.3 -0.3 -0.1 -0.7779
C 0.571221 2.820670 2.704066 -1.7 -0.1 0.5 0.3506
C 1.528179 3.949063 2.534965 0.4 0.9 0.0 0.8632
O 1.167908 5.095418 2.778045 0.0 -0.8 -0.1 -0.6241
C 2.891369 3.634275 2.079750 -0.3 0.3 0.1 -0.8696
C 3.246546 2.377119 1.807627 1.8 0.2 -0.5 0.3786
C 2.281415 1.252715 1.950350 -0.5 -1.1 0.0 0.8499
O 2.631803 0.110088 1.675048 0.1 1.0 0.2 -0.5986
O 4.526816 2.073869 1.382015 -1.8 -0.3 0.5 -0.5702
O -0.700573 3.120634 3.156483 1.9 0.4 -0.5 -0.5595
H 0.239426 0.734533 2.544868 0.0 0.0 0.0 0.4846
H 3.582094 4.461514 1.978198 0.0 0.0 0.0 0.3983
H 4.534363 1.100634 1.250652 0.0 0.4 0.0 0.3446
H -0.709844 4.094509 3.282026 0.0 -0.4 -0.1 0.3450